ORCA calculation (ωB97M-V/def2-TZVPD) on a structure of composition C3H2INS2.

## Properties
frontier orbital gap (alpha / beta)	6.90 / 7.33	eV
LUMO level (alpha / beta)	0.1 / -1.7	eV

```
! RIJCOSX wB97M-V def2-TZVPD def2/J DEFGRID3
* xyz 0 3
I 0.4994 2.2844 2.5850
S -2.0918 -1.5682 -1.3604
S -1.5827 0.6394 0.5535
N 0.2889 -0.6745 -0.6481
C 1.1655 -0.0556 0.0000
C -0.0425 1.4073 0.7780
C -1.0638 -0.5128 -0.6165
H 0.6490 -1.4660 -1.2549
H 2.1780 -0.0540 -0.0367
*
```

=====

ORCA calculation (ωB97M-V/def2-TZVPD) on the ion C7H8NS2 with charge +1.

## Properties
energy above the lowest of the compared OMol25 structures with the same formula, charge and spin	8.8	kcal per mole
frontier orbital gap	9.07	eV
LUMO level	-4.0	eV

```
! RIJCOSX wB97M-V def2-TZVPD def2/J DEFGRID3
* xyz 1 1
S -0.0924 2.0854 0.1137
S 2.2980 -1.3729 -0.0392
N -0.5542 -0.4629 0.0377
C 3.3161 0.0503 -0.0756
C 1.2042 0.9994 0.1244
C 2.6526 1.2340 -0.0014
C -1.1406 -1.8078 0.0988
C 0.8468 -0.3209 0.1230
C -1.1593 0.7548 0.0303
C -2.6045 0.7713 -0.0717
H 4.3701 -0.1270 -0.0067
H -2.8335 1.8623 0.2365
H -0.2544 -2.4421 0.5497
H -2.9786 -0.1086 0.5379
H 3.0365 2.1400 -0.3863
H -1.3188 -2.2099 -0.9587
H -2.8481 0.6186 -1.0901
H -1.9399 -1.6639 0.7777
*
```

=====

ORCA calculation (ωB97M-V/def2-TZVPD) on the ion C4H8N2O2 with charge -1.

## Properties
energy above the lowest of the compared OMol25 structures with the same formula, charge and spin	14.2	kcal per mole
frontier orbital gap (alpha / beta)	4.21 / 7.32	eV
LUMO level (alpha / beta)	3.9 / 3.8	eV

```
! RIJCOSX wB97M-V def2-TZVPD def2/J DEFGRID3
* xyz -1 2
O 1.5662 1.1280 -1.3997
O -2.7105 -0.9958 0.9484
N 1.8363 -1.5751 -1.1889
N -0.0373 1.3116 0.1812
C 0.8346 0.6049 -0.5572
C 0.8765 -0.9080 -0.3363
C -2.2276 0.1315 0.5344
C -0.9807 0.7134 1.1395
H -2.8702 0.8274 -0.0401
H -0.1293 -1.2938 -0.4802
H -1.1710 1.4756 1.9190
H 1.7661 -1.2263 -2.1383
H -0.1667 2.2852 -0.0614
H 2.7657 -1.2763 -0.9080
H -0.5029 -0.0983 1.6854
H 1.1509 -1.1040 0.7021
*
```

=====

ORCA calculation (ωB97M-V/def2-TZVPD) on a cluster of 3 separate species, H6O3 in total.

## Properties
energy above the lowest of the compared OMol25 structures with the same formula, charge and spin	29.2	kcal per mole
frontier orbital gap	11.81	eV
SMILES string	O.O.O
LUMO level	0.6	eV

```
! RIJCOSX wB97M-V def2-TZVPD def2/J DEFGRID3
* xyz 0 1
O -0.5580 1.4876 -1.0227
O 1.6070 0.6224 0.3137
O -0.9634 -2.1499 0.3215
H 0.9207 1.4086 0.4647
H 0.0998 1.1133 -1.7009
H -0.4205 -2.1098 1.1546
H 2.0507 0.7235 1.1695
H -1.0055 0.5241 -1.0413
H -1.7308 -1.6197 0.3410
*
```

=====

no.,electronic energy (eV),largest force on an atom (eV/Å)
1,-34399.107,7.58
2,-30541.657,3.19
3,-11352.395,0.57
4,-6238.986,5.27